No. 1
147
Properties=species:S:1:pos:R:3:mulliken_charge:R:1 method="wB97M-V/def2-TZVPD" gap_ev=7.5 homo_ev=-8.2 e_lumo_ev=-0.69
C 2.5730 -3.4855 6.8325 -1.201
C 3.0262 -2.2463 5.9275 -0.090
C 1.7695 -1.7186 5.0872 -0.882
C 1.6341 -2.5017 3.7109 -0.764
C 1.5734 -1.5698 2.4473 0.638
C 2.6506 -0.5997 2.1952 0.269
C 3.8876 -0.4174 3.1185 -0.917
S 5.0189 -1.8847 2.8390 -0.230
C 6.7002 -1.2029 2.4380 -0.026
C 7.8508 -2.2009 2.9162 -0.970
C 2.5641 0.2478 0.9332 0.916
C 3.6630 1.3116 0.5563 -0.698
C 3.2696 2.8016 1.0523 -1.142
C 1.7984 2.9182 1.5982 0.352
C 1.4528 4.4354 1.9785 -0.507
O 1.5954 4.5450 3.4254 -0.310
C 0.4532 5.1483 3.9432 0.151
O -0.3825 4.5910 4.5999 -0.435
C 1.4367 0.0771 0.0205 0.721
C 1.3816 0.9263 -1.3119 -0.878
C 2.0274 0.0521 -2.4773 -0.213
O 1.3499 -0.7055 -3.1368 -0.571
C 3.5651 0.0872 -2.8015 0.170
C 4.5772 -0.6124 -1.9618 -0.041
C 6.0144 -0.5625 -2.2176 -0.494
C 6.5651 0.1971 -3.3653 -0.545
C 5.5721 0.8686 -4.2437 -0.441
C 4.1203 0.8178 -3.9652 -0.302
C 0.3050 -0.8927 0.2792 0.201
N -0.6999 -0.9438 -0.6789 -0.280
C -1.6002 -1.8924 -0.3058 0.290
C -2.8003 -2.1234 -1.2949 -0.471
Br -2.8892 -3.8919 -2.1154 -0.055
C -3.6821 -1.1073 -1.5153 0.368
C -3.6160 0.3077 -0.8597 -0.795
Br -5.1351 -1.4940 -2.8019 -0.189
C -1.5759 -2.7247 0.9356 0.221
C -2.6943 -3.7894 1.2414 0.166
C -3.0111 -3.9416 2.7854 -0.656
C -4.4370 -3.3632 3.1536 0.130
F -4.6209 -3.5393 4.5286 -0.319
Br -5.8878 -4.4041 2.2734 -0.084
C -4.6298 -1.8292 2.8049 0.636
F -5.6975 -1.3687 3.5726 -0.258
F -4.9620 -1.5907 1.4907 -0.178
Br -3.0570 -0.7767 3.3976 -0.093
N -0.5735 -2.6302 1.8452 -0.203
C 0.4039 -1.7056 1.5026 -0.783
H 3.4486 -4.1044 7.1750 0.370
H 1.9887 -4.1579 6.1331 0.255
H 1.9320 -3.1715 7.6986 0.308
H 3.4704 -1.4407 6.5792 0.343
H 3.8284 -2.6602 5.2484 0.096
H 1.7904 -0.5991 4.9694 0.410
H 0.8755 -1.9522 5.7427 0.425
H 2.5445 -3.1703 3.6110 0.456
H 0.7574 -3.1892 3.7991 0.306
H 3.6485 -0.2849 4.2039 0.256
H 4.5130 0.4784 2.8302 0.419
H 6.8578 -0.2053 2.9410 0.348
H 6.7258 -1.0746 1.3151 -0.049
H 8.3087 -1.8385 3.8790 0.241
H 7.4257 -3.2244 3.1052 0.296
H 8.6936 -2.2250 2.1638 0.327
H 3.7863 1.4048 -0.5606 -0.239
H 4.6791 1.0017 0.9336 0.336
H 3.3623 3.5044 0.1722 0.463
H 4.0626 3.0913 1.7920 0.270
H 1.0560 2.6467 0.7932 -0.012
H 1.6060 2.2629 2.4899 0.114
H 2.1243 5.1411 1.4152 0.267
H 0.3666 4.5843 1.7058 0.351
H 0.3076 6.2492 3.7365 0.328
H 1.9142 1.9056 -1.2240 0.437
H 0.3178 1.0963 -1.6416 0.582
H 4.2137 -1.1775 -1.0695 0.405
H 6.7226 -1.0823 -1.5329 0.357
H 7.6624 0.2673 -3.5662 0.354
H 6.0027 1.4123 -5.1205 0.308
H 3.4572 1.3657 -4.6862 0.341
H -4.3381 0.2992 0.0044 0.180
H -2.6076 0.5812 -0.4633 0.133
H -3.9278 1.0493 -1.6459 0.404
H -3.6552 -3.5859 0.7065 0.509
H -2.2818 -4.7787 0.8891 -0.615
H -3.0935 -5.0527 2.9852 0.386
H -2.2114 -3.5672 3.4720 0.280
C 0.4199 4.5421 -6.8766 -1.146
C 1.6701 4.8540 -7.6928 -0.285
C 2.9072 4.1109 -7.1824 -0.385
C 3.1934 4.5039 -5.7756 0.185
N 3.4127 4.8242 -4.6869 -0.456
H 0.5279 4.8610 -5.8373 0.339
H -0.4437 5.0683 -7.2892 0.227
H 0.2013 3.4709 -6.8867 0.358
H 1.8485 5.9319 -7.6720 0.198
H 1.4914 4.5804 -8.7354 0.304
H 3.7733 4.3526 -7.8014 0.351
H 2.7510 3.0302 -7.2260 0.292
C -0.4121 -9.9041 -0.2078 -1.190
C -1.5085 -8.8705 -0.4424 -0.529
C -1.0731 -7.4481 -0.0788 0.081
C -0.7141 -7.3783 1.3641 0.263
N -0.4392 -7.3244 2.4807 -0.529
H -0.1328 -9.9619 0.8466 0.347
H -0.7558 -10.8960 -0.5069 0.350
H 0.4832 -9.6651 -0.7883 0.290
H -2.3895 -9.1484 0.1424 0.279
H -1.8011 -8.8946 -1.4950 0.363
H -1.8848 -6.7451 -0.2764 -0.025
H -0.2103 -7.1461 -0.6770 0.299
C 0.0047 9.3526 -6.3496 -1.121
C -1.0450 9.5286 -7.4420 -0.460
C -1.1399 8.3197 -8.3765 -0.191
C 0.1637 8.0992 -9.0596 0.271
N 1.1751 7.9391 -9.5993 -0.494
H 1.0078 9.2482 -6.7688 0.349
H 0.0175 10.2233 -5.6916 0.328
H -0.2072 8.4696 -5.7405 0.287
H -0.8083 10.4255 -8.0209 0.289
H -2.0195 9.6951 -6.9759 0.320
H -1.9113 8.4861 -9.1309 0.316
H -1.4042 7.4207 -7.8147 0.142
C -2.5281 8.0934 3.2216 -1.072
C -3.5774 8.2860 2.1338 -0.470
C -3.7005 7.0726 1.2086 -0.341
C -2.4002 6.8261 0.5232 0.235
N -1.3962 6.6357 -0.0078 -0.451
H -1.5303 7.9624 2.7963 0.258
H -2.4905 8.9685 3.8731 0.358
H -2.7574 7.2199 3.8379 0.327
H -3.3238 9.1729 1.5465 0.294
H -4.5453 8.4783 2.6033 0.316
H -4.4706 7.2494 0.4554 0.291
H -3.9807 6.1824 1.7762 0.272
C -7.0622 -8.0189 3.6250 -1.131
C -8.1353 -7.8670 2.5524 -0.242
C -8.2399 -9.0900 1.6375 -0.469
C -6.9479 -9.3095 0.9308 0.278
N -5.9483 -9.4790 0.3865 -0.426
H -6.0669 -8.1221 3.1872 0.328
H -7.0428 -7.1380 4.2694 0.290
H -7.2555 -8.8942 4.2511 0.371
H -7.9173 -6.9766 1.9557 0.133
H -9.1007 -7.7003 3.0369 0.306
H -9.0280 -8.9401 0.8970 0.287
H -8.4854 -9.9828 2.2168 0.286

No. 2
178
Properties=species:S:1:pos:R:3:mulliken_charge:R:1 method="wB97M-V/def2-TZVPD" gap_ev=8.6 homo_ev=-10.5 total_charge=+1 e_lumo_ev=-1.91
C 5.2444 -6.0688 0.1528 -0.015
C 4.5914 -5.1340 0.5193 -1.510
C 3.7904 -3.9901 0.9716 1.247
C 2.8041 -3.6151 -0.1441 -0.217
N 2.6442 -2.1307 -0.3725 1.080
C 3.9214 -1.4352 -0.7306 -0.414
C 3.9840 -1.2267 -2.2490 -0.281
C 2.9895 -0.1940 -2.7426 -1.467
O 3.8346 -2.4315 -2.9781 -0.569
C 1.7607 -1.4041 0.6141 -0.845
C 2.5073 -0.6228 1.6761 -1.594
O 3.5221 -1.3651 2.3039 0.276
C 4.5762 -0.5303 2.7818 -0.796
C 5.8598 -1.3432 2.9018 -0.504
O 6.6437 -1.1150 1.7295 -0.278
C 7.4416 -2.2161 1.3422 -0.266
C 7.9173 -1.9978 -0.0833 -1.104
C 0.6054 -2.3137 1.1440 2.640
C -0.6903 -1.4278 1.1625 -1.530
O -1.7687 -2.1096 0.5476 -0.013
C -2.7076 -1.2815 -0.0480 -0.137
C -3.1323 -1.6243 -1.3226 -0.258
C -4.0796 -0.8554 -1.9877 -0.579
C -4.6023 0.2777 -1.3682 -0.986
C -4.1657 0.6127 -0.0929 -0.560
C -3.2339 -0.1619 0.5796 -0.184
C 0.8470 -2.7942 2.5964 -1.635
B -0.1741 -3.8576 3.1850 0.737
O 0.1041 -4.3130 4.4750 -0.655
O -1.2675 -4.3464 2.5095 -0.436
O 0.3351 -3.3703 0.2426 -0.358
C 1.3875 -4.2655 -0.1273 -0.968
C 1.3510 -5.5795 0.6782 -1.068
C -0.0287 -6.2766 0.5762 -1.167
C 0.0151 -7.5956 -0.2158 -1.206
C -1.1891 -8.4980 0.0350 0.770
F -1.7199 -8.9079 -1.1374 -0.364
F -2.1729 -7.8077 0.6776 -0.279
C -0.8981 -9.7652 0.9164 0.706
F 0.4019 -10.0702 0.9331 -0.277
F -1.5500 -10.8246 0.4216 -0.263
F -1.3131 -9.5862 2.1657 -0.257
B 1.0456 -4.7120 -1.6612 1.746
O 0.0174 -4.1457 -2.3609 -0.343
O 1.7613 -5.6936 -2.2830 -0.827
H 5.7613 -6.9610 -0.1136 0.516
H 4.4876 -3.1848 1.1892 -1.131
H 3.3181 -4.2651 1.9108 0.422
H 3.2775 -3.9537 -1.0630 0.698
H 2.1040 -2.1191 -1.2429 0.467
H 4.0026 -0.4496 -0.2844 0.586
H 4.7935 -2.0075 -0.4254 -0.011
H 4.9863 -0.8179 -2.4341 0.580
H 3.2641 0.7631 -2.2957 0.381
H 1.9607 -0.4165 -2.4425 0.260
H 3.0608 -0.0716 -3.8198 0.487
H 4.4745 -3.0868 -2.6756 0.368
H 1.2626 -0.6362 0.0189 0.272
H 2.9533 0.2608 1.2007 1.143
H 1.7936 -0.2145 2.3987 0.506
H 4.7788 0.2824 2.0788 0.328
H 4.3218 -0.1329 3.7639 0.402
H 5.5892 -2.4044 2.9185 0.094
H 6.4084 -1.0980 3.8082 0.417
H 8.3339 -2.3026 1.9720 0.402
H 6.8899 -3.1643 1.3911 0.480
H 8.5949 -1.1457 -0.1508 0.306
H 7.0869 -1.8007 -0.7672 0.036
H 8.4555 -2.8718 -0.4514 0.388
H -0.5347 -0.4922 0.6146 0.581
H -0.9450 -1.1515 2.1894 0.146
H -2.7166 -2.5044 -1.8001 0.637
H -4.3769 -1.1885 -2.9792 0.514
H -5.3368 0.8790 -1.8853 0.455
H -4.5884 1.4968 0.3696 0.535
H -2.9119 0.1099 1.5770 0.447
H 1.8683 -3.1446 2.7524 -0.410
H 0.7447 -1.9327 3.2628 0.440
H -0.3994 -3.8345 5.1431 0.302
H -2.0958 -3.9211 2.7603 0.321
H 1.6020 -5.4217 1.7278 0.355
H 2.0954 -6.2504 0.2477 1.010
H -0.8051 -5.6061 0.2151 0.079
H -0.3291 -6.5280 1.5933 0.793
H 0.9615 -8.1029 -0.0468 0.581
H -0.0147 -7.3617 -1.2818 0.241
H -0.0842 -3.2085 -2.1664 0.151
H 2.5988 -5.8973 -1.8513 0.313
C -2.8613 5.1367 0.1593 -0.294
C -3.6575 4.5001 -0.9515 -0.213
O -2.7504 3.4961 -1.4514 -0.383
C -1.8874 3.1942 -0.4685 0.691
O -1.1136 2.2824 -0.4924 -0.515
O -2.0025 4.0506 0.5673 -0.287
H -3.4775 5.4784 0.9827 0.314
H -2.2391 5.9613 -0.1919 0.248
H -4.5595 4.0055 -0.5887 0.152
H -3.9235 5.1973 -1.7373 0.288
C -2.5221 -4.2518 -5.2658 0.030
C -1.9425 -3.2903 -6.2843 -0.343
O -2.9766 -2.3001 -6.3937 -0.398
C -3.7096 -2.3302 -5.2651 0.698
O -4.5384 -1.5230 -4.9674 -0.617
O -3.3759 -3.3844 -4.4961 -0.230
H -1.7691 -4.7073 -4.6265 0.109
H -3.1513 -5.0253 -5.7104 0.187
H -1.0308 -2.8005 -5.9350 0.221
H -1.7557 -3.7455 -7.2527 0.347
C 1.4491 3.4620 1.7050 -0.345
C 0.3292 2.6486 2.3130 0.632
O 1.0510 1.7256 3.1482 -0.324
C 2.2540 2.2689 3.4455 0.696
O 3.0256 1.7980 4.2201 -0.558
O 2.4727 3.3791 2.7105 -0.393
H 1.1796 4.4967 1.5169 0.356
H 1.8318 3.0186 0.7836 0.236
H -0.3320 3.2480 2.9393 0.328
H -0.2586 2.1175 1.5729 -0.478
C 9.9104 1.6559 3.4276 -0.316
C 8.9095 1.3004 2.3480 0.457
O 9.6186 1.6318 1.1504 -0.368
C 10.9492 1.5909 1.4199 0.646
O 11.8039 1.6488 0.5999 -0.523
O 11.1582 1.4683 2.7524 -0.345
H 9.8498 1.0103 4.2998 0.264
H 9.8339 2.6980 3.7434 0.259
H 8.6708 0.2369 2.3326 -0.386
H 7.9860 1.8708 2.4120 0.300
C 8.0865 -3.4924 7.8301 -0.333
C 6.6449 -3.1159 7.5496 -0.310
O 6.7884 -2.1161 6.5315 -0.268
C 7.9761 -2.3090 5.9146 0.627
O 8.3140 -1.7462 4.9202 -0.506
O 8.7185 -3.2187 6.5727 -0.325
H 8.2185 -4.5364 8.0992 0.296
H 8.5432 -2.8626 8.5943 0.266
H 6.0671 -3.9476 7.1437 0.269
H 6.1267 -2.7053 8.4114 0.278
C -5.4738 8.3765 -1.9577 -0.011
C -6.1397 9.3620 -1.0290 -0.174
O -6.4120 8.5469 0.1291 -0.350
C -5.5595 7.5117 0.1295 0.607
O -5.4197 6.7470 1.0372 -0.551
O -4.8731 7.4428 -1.0351 -0.274
H -4.7169 8.8302 -2.5847 0.060
H -6.1890 7.8348 -2.5793 0.247
H -5.4685 10.1712 -0.7358 0.211
H -7.0656 9.7834 -1.4196 0.298
C -10.5976 11.1934 1.5321 -0.311
C -10.5202 9.6883 1.3648 -0.282
O -10.0689 9.5609 0.0102 -0.305
C -9.4294 10.6968 -0.3287 0.722
O -8.7857 10.8346 -1.3242 -0.644
O -9.6014 11.6492 0.6072 -0.317
H -10.3619 11.5321 2.5368 0.286
H -11.5643 11.5996 1.2318 0.270
H -9.7803 9.2301 2.0225 0.251
H -11.4754 9.1872 1.4929 0.289
C -4.6968 11.9679 -5.9844 -0.347
C -5.7775 11.1009 -5.3680 -0.323
O -5.0264 10.3006 -4.4448 -0.282
C -3.8894 10.9695 -4.1299 0.671
O -3.1477 10.6424 -3.2599 -0.518
O -3.7281 12.0406 -4.9304 -0.356
H -5.0392 12.9638 -6.2500 0.309
H -4.2318 11.5022 -6.8544 0.257
H -6.5136 11.6809 -4.8096 0.260
H -6.2896 10.4679 -6.0873 0.305
C -6.5572 -5.2702 -2.8343 -0.243
C -7.7262 -5.5797 -3.7495 -0.374
O -7.1309 -5.4642 -5.0474 -0.341
C -5.8048 -5.6608 -4.9217 0.645
O -5.0468 -5.7818 -5.8340 -0.608
O -5.4401 -5.6948 -3.6236 -0.182
H -6.5847 -5.8160 -1.8953 0.303
H -6.4536 -4.2032 -2.6302 0.212
H -8.0971 -6.5980 -3.6248 0.264
H -8.5525 -4.8815 -3.6509 0.305